1.
{
  "formula": "C5H7N3",
  "method": "the ωB97M-V functional and the def2-TZVPD basis",
  "smiles": "C1=NN=CN2CC[C@H]12",
  "homo_energy_ev": -8.5,
  "largest_force_ev_per_a": 10.03,
  "orbital_gap_ev": 8.99,
  "symbols": ["N", "N", "N", "C", "C", "C", "C", "C", "H", "H", "H", "H", "H", "H", "H"],
  "xyz": [[-2.3017, -0.6000, -0.2518], [-2.3124, 0.7162, -0.1745], [-0.1233, 0.6610, 0.5425], [-1.2437, 1.2699, 0.1846], [0.1437, -0.8190, 0.5834], [1.4129, -0.5822, -0.2733], [1.2477, 0.7558, -0.2740], [-1.3043, -1.2951, 0.0778], [-1.2762, 2.4384, 0.2165], [2.5574, -0.6148, 0.1231], [1.3482, 1.3456, -1.3833], [-1.2696, -2.3054, -0.4392], [-0.0407, -1.0233, 1.6742], [1.1359, -1.1259, -1.0990], [2.0261, 1.1789, 0.4931]],
  "forces_ev_per_a": [[-0.150, -2.579, -0.584], [-2.375, 2.360, 0.817], [4.500, 0.607, -1.499], [0.176, 3.652, -0.333], [-4.734, 1.910, 3.020], [2.946, -6.530, 2.923], [-0.819, 9.991, 0.257], [3.079, -3.087, -2.733], [0.458, -2.191, -0.249], [-2.746, -1.981, -0.932], [-0.684, -1.285, 3.230], [-0.510, 0.699, 1.237], [1.960, -0.653, -0.746], [0.524, -1.124, -2.627], [-1.625, 0.210, -1.782]],
  "nbo_charge": [-0.24, -0.36, -0.43, 0.28, -0.11, -0.46, -0.18, 0.05, 0.19, 0.23, 0.21, 0.17, 0.22, 0.23, 0.20]
}

2.
{
  "formula": "C2H4OS2",
  "method": "the ωB97M-V functional and the def2-TZVPD basis",
  "homo_energy_ev": -9.1,
  "largest_force_ev_per_a": 5.04,
  "orbital_gap_ev": 8.13,
  "symbols": ["S", "S", "O", "C", "C", "H", "H", "H", "H"],
  "xyz": [[-1.6321, -1.1983, 0.8631], [1.6087, -0.2460, 0.3739], [2.0655, -1.1018, -0.7492], [-1.3176, 0.0220, -0.1728], [0.0137, 0.6858, -0.1878], [0.0804, 1.6160, 0.6331], [1.0075, -1.3011, 1.1638], [0.1879, 1.1172, -1.0989], [-2.0140, 0.4060, -0.8252]],
  "forces_ev_per_a": [[-0.422, 0.648, -0.834], [-1.340, -1.502, -0.275], [0.410, 0.470, -0.476], [2.063, -1.856, 2.922], [0.655, 0.933, 4.905], [-0.583, -2.262, -2.044], [-0.056, 1.843, -0.293], [0.969, 1.021, -2.410], [-1.696, 0.705, -1.495]],
  "nbo_charge": [0.07, 1.05, -0.97, -0.25, -0.66, 0.25, 0.08, 0.23, 0.20]
}

3.
{
  "formula": "C24H33BNO5Re",
  "method": "the ωB97M-V functional and the def2-TZVPD basis",
  "homo_energy_ev": [-2.8, -2.9],
  "largest_force_ev_per_a": 6.63,
  "multiplicity": 4,
  "s2": 3.79,
  "orbital_gap_ev": [5.06, 5.17],
  "charge": -1,
  "symbols": ["Re", "O", "O", "O", "O", "O", "N", "C", "C", "C", "C", "C", "C", "C", "C", "C", "C", "C", "C", "C", "C", "C", "C", "C", "C", "C", "C", "C", "C", "C", "C", "B", "H", "H", "H", "H", "H", "H", "H", "H", "H", "H", "H", "H", "H", "H", "H", "H", "H", "H", "H", "H", "H", "H", "H", "H", "H", "H", "H", "H", "H", "H", "H", "H", "H"],
  "xyz": [[1.8170, -1.7089, 1.5292], [-0.5404, 4.7064, -1.8967], [-1.6808, 3.9504, -3.6683], [-3.3503, 4.1258, -1.4071], [-3.6152, 2.1137, -0.4159], [1.3586, 0.0212, 1.0347], [0.6961, -3.6198, 0.9956], [-1.6301, 1.2886, -2.5957], [-0.1223, -2.1857, -2.1123], [-0.9484, -1.1436, 2.6619], [3.3034, -1.8590, -0.1351], [-1.2764, 3.7822, -2.5277], [-0.4054, 5.9032, -2.6721], [0.3570, 1.2631, -1.0680], [3.7936, -0.9927, 0.9039], [-0.6284, 2.2890, -0.5446], [-0.4700, 0.3287, -2.1346], [1.4550, 0.9812, 0.0010], [3.1241, -3.1527, 0.4374], [0.0652, -0.2071, 2.9534], [-2.1715, -1.1926, -1.0123], [3.8222, -1.7311, 2.1430], [3.4252, -3.0851, 1.8487], [-0.9928, -1.0135, -1.8699], [-2.9530, 2.8862, -1.1050], [-0.4806, -2.4342, 2.9853], [1.2303, -0.9103, 3.4775], [-4.5985, 4.4972, -0.8272], [-1.5991, 2.5389, -1.6990], [0.9231, -4.6182, 1.5900], [0.8937, -2.3290, 3.4566], [1.3653, -5.7921, 2.4844], [-4.8282, 5.4693, -1.2609], [2.9184, -4.0594, -0.1196], [-1.0563, -3.3634, 2.9836], [-3.0160, -1.6676, -1.5468], [2.0890, -0.4631, 3.9790], [0.9470, 1.8435, -1.8072], [0.1448, 5.7124, -3.5992], [3.5244, -3.9303, 2.5193], [-1.9178, -1.8456, -0.1645], [-1.4059, 6.2739, -2.9108], [0.9334, -1.8734, -2.1071], [-2.6226, 0.8172, -2.5602], [1.0930, -5.5353, 3.6554], [-2.5231, -0.2454, -0.5883], [-5.3776, 3.7674, -1.0774], [-1.4619, 1.6254, -3.6228], [4.2173, -1.3968, 3.0959], [4.1717, 0.0133, 0.7801], [-0.1467, 3.2388, -0.2618], [2.4242, 0.8438, -0.5030], [-0.3199, -2.6891, -3.0761], [1.5304, 1.9398, 0.5325], [-0.0353, 0.8709, 2.8938], [0.1375, 6.6065, -2.0428], [1.4380, -3.1152, 3.9782], [0.8609, -6.8413, 2.1532], [-1.9490, -0.9021, 2.3135], [-4.4894, 4.5626, 0.2624], [2.5865, -5.9189, 2.4354], [3.1392, -1.6195, -1.1827], [0.2272, 0.2121, -2.9911], [-1.1687, 1.8975, 0.3316], [-0.2309, -2.9282, -1.3027]],
  "forces_ev_per_a": [[1.369, -2.485, 0.061], [-0.039, 0.032, -0.264], [0.523, -0.277, 1.122], [-0.268, -0.113, 0.287], [0.961, 1.378, -1.079], [-2.132, 5.447, -3.129], [-0.292, -3.041, 0.898], [0.332, -0.019, 0.015], [0.461, -0.440, 0.125], [0.185, -0.415, 0.740], [0.330, -0.662, -0.528], [0.068, -0.103, -1.533], [0.018, 0.173, 0.106], [0.244, 0.292, -0.916], [0.145, -0.650, 0.360], [-0.402, -0.155, 0.456], [0.478, 0.908, -0.406], [0.533, -1.313, 0.626], [1.650, 0.121, 0.227], [-0.047, -0.620, 1.979], [-0.660, -0.120, 0.561], [0.822, -0.282, -0.101], [1.593, -0.767, -0.898], [0.460, -0.181, 0.724], [-1.082, -1.853, 0.944], [0.032, 0.613, 1.005], [-1.769, 0.463, 0.297], [-0.244, 0.153, 0.128], [-0.490, 1.095, 0.097], [-0.782, 2.395, -1.776], [-0.823, 0.542, 0.333], [0.447, -0.895, 0.832], [-0.055, -0.058, 0.132], [-0.368, 0.321, 0.206], [0.309, 0.464, -0.278], [0.127, 0.090, 0.174], [-0.387, -0.061, -0.105], [0.003, -0.101, 0.229], [-0.146, 0.005, 0.189], [-0.373, 0.167, -0.089], [-0.096, 0.018, -0.102], [0.227, 0.087, -0.052], [-0.179, -0.168, -0.108], [0.463, 0.003, 0.077], [-0.147, 0.069, -0.300], [-0.097, -0.166, -0.110], [0.225, 0.174, 0.093], [-0.133, -0.193, 0.137], [-0.079, 0.048, -0.150], [-0.543, 0.104, 0.083], [-0.087, -0.543, 0.052], [-0.106, -0.044, -0.279], [0.021, 0.077, 0.167], [0.086, 0.141, -0.156], [0.111, -0.203, -0.271], [-0.049, -0.057, -0.038], [-0.234, 0.192, -0.171], [-0.161, 0.000, -0.092], [0.258, -0.050, -0.102], [-0.145, -0.008, -0.265], [-0.172, 0.121, -0.242], [0.198, -0.016, 0.280], [-0.225, 0.132, 0.419], [0.084, 0.060, -0.253], [0.048, 0.175, -0.366]],
  "nbo_charge": [1.03, -0.51, -0.62, -0.51, -0.61, -0.77, -0.60, -0.38, -0.66, -0.36, -0.36, 0.84, -0.26, -0.21, -0.26, -0.40, -0.25, -0.02, -0.18, -0.16, -0.69, -0.30, -0.37, 0.10, 0.84, -0.21, -0.36, -0.26, -0.27, 0.38, -0.40, -0.60, 0.19, 0.25, 0.22, 0.20, 0.20, 0.18, 0.19, 0.27, 0.24, 0.19, 0.21, 0.23, 0.01, 0.22, 0.20, 0.24, 0.23, 0.23, 0.23, 0.15, 0.20, 0.16, 0.20, 0.19, 0.24, 0.01, 0.21, 0.19, 0.00, 0.24, 0.20, 0.23, 0.25]
}

4.
{
  "formula": "C14H15N3O4PtSSi",
  "method": "the ωB97M-V functional and the def2-TZVPD basis",
  "homo_energy_ev": [-1.8, -1.9],
  "largest_force_ev_per_a": 0.95,
  "orbital_gap_ev": [6.55, 6.64],
  "charge": -2,
  "symbols": ["Pt", "S", "Si", "O", "O", "O", "O", "N", "N", "N", "C", "C", "C", "C", "C", "C", "C", "C", "C", "C", "C", "C", "C", "C", "H", "H", "H", "H", "H", "H", "H", "H", "H", "H", "H", "H", "H", "H", "H"],
  "xyz": [[-0.6668, -0.3505, -1.2298], [-2.2528, -1.9482, -1.2225], [2.4885, 0.5117, -0.9583], [0.0646, -0.8160, 0.7490], [1.0353, 0.7228, -1.6240], [0.8548, -2.4660, 2.0129], [-1.6269, 1.7092, -1.5307], [-0.5616, 6.1101, -0.1735], [-2.8043, 4.4707, -3.5930], [-0.5182, 2.6203, 0.2327], [-3.8510, -3.9490, 1.8442], [-1.4212, -2.6138, 1.4087], [-1.4539, 4.0569, -1.4412], [-1.1937, 2.7301, -0.9500], [-1.6969, -3.2659, 2.6150], [-2.8945, -3.9203, 2.8520], [-2.3939, -2.6321, 0.3938], [-2.1978, 4.2592, -2.6290], [2.7132, 1.3330, 0.7289], [-3.5950, -3.3168, 0.6420], [3.7651, 1.3036, -2.1144], [-0.9658, 5.1834, -0.7447], [-0.0502, -1.9451, 1.3617], [2.9588, -1.3009, -0.7370], [3.4710, 2.3305, -2.3631], [-4.3388, -3.3303, -0.1484], [3.7538, 1.2252, 1.0618], [-0.1636, 1.6987, 0.4359], [2.0682, 0.8483, 1.4703], [-4.7971, -4.4584, 1.9936], [2.2159, -1.8033, -0.1122], [3.0087, -1.8140, -1.7056], [4.7597, 1.3310, -1.6472], [-0.9180, -3.2479, 3.3657], [-3.0771, -4.4053, 3.8046], [0.0255, 3.4010, 0.5554], [2.4779, 2.4040, 0.6940], [3.9359, -1.4045, -0.2465], [3.8423, 0.7390, -3.0515]],
  "forces_ev_per_a": [[0.706, 0.407, 0.484], [-0.407, 0.094, 0.137], [-0.058, -0.136, -0.034], [0.110, -0.323, -0.311], [-0.117, 0.029, 0.275], [-0.002, 0.090, -0.057], [-0.149, -0.006, -0.452], [-0.011, -0.172, -0.005], [0.071, -0.025, 0.124], [-0.178, -0.038, -0.109], [0.026, 0.035, -0.122], [0.041, -0.025, 0.111], [0.011, -0.053, -0.007], [-0.010, -0.077, 0.147], [-0.067, -0.035, -0.025], [0.110, 0.037, 0.011], [0.086, 0.033, -0.075], [0.054, 0.034, 0.054], [-0.011, 0.047, 0.037], [-0.098, -0.073, 0.042], [0.081, 0.030, 0.007], [-0.118, 0.096, -0.161], [-0.244, 0.050, 0.000], [0.095, -0.010, -0.080], [0.037, -0.122, 0.043], [0.037, 0.015, 0.050], [-0.089, 0.022, -0.008], [0.108, -0.073, 0.017], [0.052, 0.048, -0.098], [0.000, 0.005, 0.001], [0.104, 0.039, -0.020], [-0.017, 0.052, 0.081], [-0.113, 0.002, -0.082], [-0.005, -0.011, 0.005], [0.011, 0.017, -0.009], [0.023, 0.034, -0.014], [0.033, -0.112, 0.001], [-0.078, 0.010, -0.053], [-0.023, 0.067, 0.097]],
  "nbo_charge": [1.01, -0.25, 1.93, -0.79, -1.25, -0.69, -0.71, -0.48, -0.46, -0.82, -0.22, -0.20, -0.59, 0.69, -0.11, -0.29, -0.13, 0.35, -1.16, -0.25, -1.13, 0.32, 0.77, -1.15, 0.23, 0.21, 0.21, 0.42, 0.25, 0.19, 0.26, 0.21, 0.20, 0.22, 0.19, 0.39, 0.22, 0.21, 0.22]
}